ORCA calculation (the ωB97M-V functional and the def2-TZVPD basis) on 12 unconnected molecules or ions with the total composition C12H48O12 at a distorted geometry.

Last column: Löwdin charge in e.
Atoms and positions in Å:
C 2.386 -3.701 -0.980  -0.1402
O 1.774 -4.805 -0.325  -0.1129
H 2.166 -2.845 -0.373  0.0450
H 1.939 -3.424 -1.896  0.0654
H 3.410 -3.889 -0.970  0.0660
H 1.736 -5.544 -0.954  0.0919
C 0.777 -1.275 -3.145  -0.1693
O 0.202 -0.014 -3.464  -0.1339
H 1.375 -1.187 -2.208  0.0523
H 1.559 -1.615 -3.839  0.0824
H -0.020 -1.997 -2.922  0.0816
H 0.840 0.716 -3.261  0.0519
C -1.270 2.950 -2.004  -0.1672
O -1.100 4.206 -1.446  -0.1082
H -0.703 2.916 -2.857  0.0403
H -2.283 2.574 -2.283  0.0941
H -0.789 2.156 -1.392  0.0807
H -1.732 4.898 -1.708  0.1087
C -0.215 0.545 1.159  -0.1861
O 0.786 0.252 0.219  -0.1699
H 0.180 0.514 2.206  0.0942
H -1.124 -0.147 1.124  0.0598
H -0.603 1.574 1.039  0.0750
H 1.522 -0.321 0.659  0.0710
C -3.225 1.501 2.943  -0.1556
O -4.333 1.568 2.102  -0.1543
H -2.805 0.488 2.832  0.0780
H -3.574 1.763 3.929  0.0826
H -2.609 2.294 2.524  0.0632
H -5.180 1.488 2.600  0.1042
C -0.833 -2.751 0.266  -0.1708
O -2.219 -2.686 0.321  -0.1136
H -0.295 -2.237 1.043  0.0428
H -0.617 -2.081 -0.603  0.0800
H -0.439 -3.739 0.168  0.0667
H -2.585 -1.827 0.017  0.0271
C -3.489 4.139 0.551  -0.1620
O -2.237 4.337 1.169  -0.0979
H -3.523 3.113 0.182  0.0625
H -3.771 4.847 -0.184  0.0619
H -4.242 4.175 1.363  0.0906
H -1.624 4.327 0.493  -0.0080
C 4.302 -0.629 -1.625  -0.1958
O 4.044 -0.244 -2.932  -0.1267
H 5.286 -0.251 -1.290  0.0965
H 4.367 -1.743 -1.627  0.0742
H 3.348 -0.431 -1.028  0.0718
H 3.963 0.722 -2.979  0.0403
C -2.909 0.084 -0.869  -0.1526
O -3.806 -0.986 -1.003  -0.0768
H -2.832 0.317 0.175  0.0527
H -3.368 0.951 -1.360  0.0809
H -1.871 -0.078 -1.200  0.0839
H -4.147 -0.997 -1.860  0.0662
C 3.626 -1.252 1.720  -0.0811
O 2.202 -1.600 1.680  -0.1532
H 4.081 -1.681 2.562  0.0614
H 3.821 -0.146 1.599  0.1127
H 4.117 -1.688 0.839  0.0596
H 2.036 -2.523 1.540  0.0624
C -0.364 -1.911 4.811  -0.1827
O -1.150 -3.034 4.994  -0.0766
H 0.133 -1.840 3.915  0.0314
H 0.409 -1.850 5.588  0.0931
H -0.960 -1.036 4.923  0.0675
H -1.700 -3.002 4.229  0.0631
C 2.269 2.192 -1.818  -0.1602
O 3.085 2.334 -2.940  -0.1229
H 1.847 3.196 -1.580  0.1104
H 2.895 1.864 -0.979  0.0896
H 1.567 1.425 -1.923  0.0187
H 2.484 2.575 -3.687  0.1223

Computed properties:
Max |F|   0.06400 Eh/bohr
Charge   0
E_tot   -37784.9247 eV
SMILES   CO.CO.CO.CO.CO.CO.CO.CO.CO.CO.CO.CO
Energy relative to the best compared isomer or geometry (same formula, charge and spin)   7.5870 eV
HOMO energy   -9.45 eV
LUMO energy   0.40 eV